Record 1
ORCA calculation (ωB97M-V/def2-TZVPD) on a cluster of 36 separate species, BF4H70O35 in total.

Output
- net charge = -1
- orbital gap (hartree) = 0.3099
- maximum force (hartree/bohr) = 0.062
- energy above the lowest of the compared OMol25 structures with the same formula, charge and spin (eV) = 0.4000
- LUMO energy (eV) = 0.845

Element x y z (Å)
B  -0.1321  0.2869  0.1584
F  0.6663  0.4099  -0.9097
F  0.7335  0.0038  1.2377
F  -0.8923  1.3861  0.3084
F  -0.9328  -0.7771  0.0294
O  -0.4201  -4.2744  -0.8854
H  -0.2309  -4.3831  -1.8174
H  -0.0662  -5.0633  -0.4749
O  -0.2020  2.5901  5.9908
H  0.2170  2.1374  6.7227
H  -0.0706  2.0084  5.2420
O  -0.8313  0.7980  -4.9060
H  -1.4233  1.3409  -4.3854
H  -0.5560  1.3654  -5.6260
O  -3.9865  -5.2363  0.5193
H  -3.6955  -4.3244  0.5226
H  -4.9416  -5.1835  0.5555
O  -3.0800  2.2654  -2.9692
H  -3.0179  3.1753  -3.2598
H  -3.2341  2.3246  -2.0264
O  -1.8891  -1.4303  4.1240
H  -2.5789  -1.4211  4.7876
H  -2.2948  -1.0388  3.3505
O  0.8600  -1.0055  -6.2075
H  1.2890  -1.3594  -5.4284
H  0.0847  -0.5560  -5.8713
O  0.8238  5.4565  -0.8952
H  0.5121  4.6333  -1.2713
H  0.3919  6.1358  -1.4131
O  3.0163  1.9052  0.6285
H  2.0771  1.7204  0.6257
H  3.4105  1.1517  0.1892
O  -2.4250  3.3948  2.2109
H  -2.0453  4.2474  2.4229
H  -1.6703  2.8335  2.0329
O  -0.2747  3.1127  -1.6159
H  0.0120  2.3476  -1.1173
H  -1.2168  2.9865  -1.7288
O  -4.1867  1.9825  3.4145
H  -3.6720  2.7374  3.1292
H  -5.0933  2.2890  3.3952
O  -0.1389  4.9184  2.4664
H  -0.5964  5.7445  2.6230
H  0.6011  5.1561  1.9076
O  0.0888  -3.6184  -3.6960
H  -0.3978  -2.8328  -3.4464
H  -0.3696  -3.9493  -4.4685
O  5.3623  0.3213  -0.4188
H  4.9792  -0.2311  -1.1002
H  5.4801  1.1734  -0.8387
O  -3.5482  -0.8792  -4.2167
H  -3.3941  -0.4292  -5.0473
H  -2.7506  -0.7270  -3.7097
O  0.2535  0.5749  3.8425
H  0.3412  0.3027  2.9290
H  -0.3260  -0.0791  4.2333
O  4.2699  -0.5993  -5.0364
H  3.8771  -0.2504  -5.8365
H  3.8895  -0.0732  -4.3331
O  -2.7250  -2.8214  -0.3090
H  -2.7302  -1.8729  -0.1802
H  -1.7987  -3.0469  -0.3949
O  2.7288  -3.2226  -3.2207
H  1.8047  -3.1019  -3.4394
H  2.7877  -4.1294  -2.9199
O  -1.0614  -1.2262  -2.9890
H  -0.5637  -0.6221  -3.5400
H  -0.9304  -0.9018  -2.0980
O  4.9382  1.2066  3.2042
H  4.2242  1.1935  3.8416
H  4.5011  1.1677  2.3535
O  -0.8050  -3.7393  2.6843
H  -1.5993  -4.1366  2.3272
H  -1.0619  -2.8434  2.9023
O  -3.2341  -3.4853  -3.2492
H  -3.0816  -3.2229  -2.3414
H  -3.4852  -2.6759  -3.6941
O  2.4726  -1.4448  2.8846
H  2.0892  -0.7924  2.2984
H  2.8157  -2.1206  2.2999
O  1.6405  2.3494  -4.1201
H  1.4005  2.5934  -5.0140
H  0.8853  2.6053  -3.5905
O  2.8394  0.1993  -3.0532
H  2.5069  0.9654  -3.5210
H  2.1896  0.0346  -2.3699
O  1.8972  -1.5852  5.5501
H  1.3280  -0.8239  5.6632
H  2.1134  -1.5868  4.6176
O  4.0004  4.1250  1.8127
H  3.4016  4.0529  2.5560
H  3.7547  3.4020  1.2356
O  1.5497  -3.3558  1.0105
H  1.1322  -3.7008  1.7998
H  0.8488  -3.3323  0.3590
O  -3.1530  -0.1851  1.9771
H  -3.4465  0.6237  2.3967
H  -2.7479  0.1023  1.1589
O  2.7705  2.0236  4.8868
H  2.5932  2.9341  4.6505
H  2.0126  1.5389  4.5600
O  -3.5349  3.2834  -0.4254
H  -3.2612  3.0364  0.4579
H  -3.1882  4.1674  -0.5458
O  -5.1571  -2.5333  3.1403
H  -4.9721  -2.7534  4.0533
H  -4.6643  -1.7279  2.9830
O  4.5002  -3.6225  -0.8056
H  5.1082  -3.3774  -1.5031
H  3.7118  -3.1096  -0.9834

Record 2
ORCA calculation (ωB97M-V/def2-TZVPD) on a structure of composition BF4Sn.

Output
- net charge = +1
- orbital gap (hartree) = 0.1755
- maximum force (hartree/bohr) = 0.098
- energy above the lowest of the compared OMol25 structures with the same formula, charge and spin (eV) = 2.9602
- LUMO energy (eV) = -10.019

Element x y z (Å)
Sn  4.1240  -8.8111  -9.3969
B  2.5808  -11.7877  -11.0624
F  1.9144  -12.7143  -10.3069
F  2.1642  -11.9353  -12.3444
F  2.2062  -10.5556  -10.5532
F  3.9438  -11.9163  -10.8584

Record 3
ORCA calculation (ωB97M-V/def2-TZVPD) on a cluster of 6 separate species, BH14O5 in total.

Output
- net charge = -1
- orbital gap (hartree) = 0.3516
- maximum force (hartree/bohr) = 0.042
- energy above the lowest of the compared OMol25 structures with the same formula, charge and spin (eV) = 0.0000
- LUMO energy (eV) = 3.298

Element x y z (Å)
B  -0.5411  -0.7030  -0.8302
H  -0.9471  -1.8640  -0.7662
H  -1.4460  0.0011  -0.4652
H  0.4339  -0.5810  -0.1052
H  -0.2421  -0.3689  -1.9772
O  -0.2551  0.6031  2.4058
H  0.3699  -0.1220  2.4928
H  -0.5450  0.5440  1.4708
O  -0.5320  3.0710  0.0918
H  -0.9520  2.2620  -0.1632
H  -1.2331  3.7170  0.3688
O  2.2050  1.3651  -1.7072
H  1.3460  0.9470  -1.6472
H  2.3189  1.7000  -0.7742
O  -2.4061  -1.1519  2.0878
H  -1.7690  -0.5989  2.5898
H  -2.2001  -1.1430  1.1428
O  2.2609  -2.8869  -1.5792
H  2.7059  -2.3810  -0.9242
H  1.4279  -2.4100  -1.7102

Record 4
ORCA calculation (ωB97M-V/def2-TZVPD) on a cluster of 9 separate species, BH20O8 in total.

Output
- net charge = -1
- orbital gap (hartree) = 0.3623
- maximum force (hartree/bohr) = 0.065
- energy above the lowest of the compared OMol25 structures with the same formula, charge and spin (eV) = 0.4797
- LUMO energy (eV) = 2.973

Element x y z (Å)
B  -0.6006  -0.4941  0.9845
H  -1.5966  -0.8951  0.3935
H  -0.2326  0.5259  0.3625
H  -0.9916  -0.2281  2.0845
H  0.3034  -1.2641  1.0205
O  2.5944  1.7879  -0.9795
H  1.8144  2.3249  -0.7825
H  2.7704  1.3249  -0.1825
O  0.1134  0.3999  -2.4755
H  0.0094  0.1539  -1.5905
H  -0.5526  -0.1251  -2.8555
O  0.4124  2.9339  2.0915
H  0.3724  3.2229  1.1905
H  -0.0776  2.1109  2.1755
O  2.7924  0.4889  1.3315
H  3.2234  -0.3441  1.1725
H  1.8654  0.3339  1.3335
O  -0.1296  -2.8271  -1.4495
H  -0.7086  -3.5661  -1.3055
H  -0.3076  -2.3101  -0.6835
O  -3.3206  0.3879  -1.5365
H  -3.2306  1.2399  -1.0825
H  -2.9436  -0.3321  -1.0995
O  -2.7646  2.0259  0.8835
H  -2.2986  1.2629  1.2295
H  -3.6356  1.7459  1.0685
O  2.5464  -3.5411  -0.6395
H  2.9054  -3.0811  0.0915
H  1.6684  -3.2621  -0.7515

Record 5
ORCA calculation (ωB97M-V/def2-TZVPD) on a cluster of 12 separate species, BH26O11 in total.

Output
- net charge = -1
- orbital gap (hartree) = 0.3384
- maximum force (hartree/bohr) = 0.089
- energy above the lowest of the compared OMol25 structures with the same formula, charge and spin (eV) = 2.0103
- LUMO energy (eV) = 2.672

Element x y z (Å)
B  -0.5423  0.2613  0.4611
H  -1.1075  0.7716  1.2255
H  0.2320  0.8779  0.0316
H  -0.0154  -0.4905  1.0281
H  -1.1976  -0.1735  -0.2777
O  0.5022  -4.2996  2.7237
H  0.9131  -3.5434  2.3047
H  0.3268  -4.9065  2.0046
O  0.3726  0.1666  -3.4312
H  -0.2293  0.0545  -2.6954
H  1.2429  0.1582  -3.0328
O  -1.2914  -3.5210  -2.5098
H  -1.6424  -3.7377  -3.3735
H  -2.0636  -3.4423  -1.9497
O  3.2194  2.2177  0.5750
H  3.0347  2.5752  1.4435
H  2.3570  2.0322  0.2034
O  2.0045  -2.6518  -0.8361
H  1.0843  -2.6219  -1.0982
H  2.1519  -1.8217  -0.3827
O  1.5057  -0.4006  3.9616
H  1.1125  -0.6503  4.7979
H  0.7645  -0.3265  3.3605
O  -4.1872  1.7039  1.8848
H  -3.3603  1.3482  1.5592
H  -4.8568  1.1219  1.5256
O  -3.0445  -2.3785  1.5688
H  -3.0097  -2.1176  2.4891
H  -2.4304  -1.7905  1.1292
O  -1.0216  4.0158  0.1538
H  -0.9355  4.5019  0.9738
H  -0.7882  3.1161  0.3825
O  3.7457  0.5980  -2.5400
H  3.8788  1.0514  -1.7075
H  4.1005  1.1956  -3.1982
O  -0.1076  3.9333  -3.1849
H  -0.4541  3.0499  -3.3106
H  -0.2636  4.1228  -2.2597

Record 6
ORCA calculation (ωB97M-V/def2-TZVPD) on a cluster of 12 separate species, BH26O11 in total.

Output
- net charge = -1
- orbital gap (hartree) = 0.3666
- maximum force (hartree/bohr) = 0.011
- energy above the lowest of the compared OMol25 structures with the same formula, charge and spin (eV) = 0.0000
- LUMO energy (eV) = 2.648

Element x y z (Å)
B  -16.1316  -23.6891  -16.2120
H  -15.9763  -22.6575  -15.6264
H  -15.9994  -23.5060  -17.3854
H  -15.3079  -24.4859  -15.8864
H  -17.2081  -24.1144  -15.9359
O  -17.3993  -26.4676  -17.0465
H  -16.8087  -25.7013  -17.0959
H  -17.8460  -26.3691  -16.1908
O  -14.3537  -21.4991  -17.6947
H  -15.0346  -22.0694  -17.2986
H  -13.8138  -22.1150  -18.1999
O  -14.6611  -27.2478  -16.6336
H  -14.3469  -27.9292  -17.2348
H  -15.5590  -27.5145  -16.3971
O  -14.0867  -21.2749  -14.3545
H  -13.6914  -20.7760  -15.0770
H  -14.9233  -21.5908  -14.7213
O  -18.1521  -21.2028  -15.3979
H  -18.7217  -21.4515  -16.1359
H  -17.4188  -21.8313  -15.4752
O  -19.3892  -23.6035  -17.4311
H  -18.5016  -23.9498  -17.2486
H  -19.3429  -23.3110  -18.3444
O  -16.6909  -24.6275  -13.3596
H  -17.2117  -23.8563  -13.1122
H  -16.4211  -24.4386  -14.2763
O  -18.7983  -26.3317  -14.4022
H  -18.2021  -25.7921  -13.8540
H  -18.7264  -27.2175  -14.0365
O  -17.4413  -21.6518  -18.7479
H  -17.2956  -22.1228  -19.5728
H  -16.5901  -21.6956  -18.2952
O  -12.9026  -25.6228  -18.3100
H  -13.2305  -26.1110  -19.0693
H  -13.4624  -25.9198  -17.5769
O  -13.0142  -24.0077  -14.6216
H  -13.4205  -23.1351  -14.7084
H  -13.5376  -24.5757  -15.1924

Record 7
ORCA calculation (ωB97M-V/def2-TZVPD) on a cluster of 12 separate species, BH26O11 in total.

Output
- net charge = 0
- spin multiplicity = 2
- orbital gap (alpha / beta) (hartree) = 0.4162 / 0.1549
- maximum force (hartree/bohr) = 0.093
- LUMO energy (alpha / beta) (eV) = -0.269 / -7.347

Element x y z (Å)
B  14.2081  26.4730  25.1100
H  14.4860  26.1724  26.1083
H  15.1530  26.4214  24.5915
H  13.5443  25.7338  24.6892
H  13.7167  27.4256  24.9858
O  11.1187  29.1700  25.3388
H  10.7633  29.4244  26.1904
H  11.6235  28.3764  25.5168
O  12.1220  28.1686  22.5406
H  12.1457  28.4183  23.4643
H  12.8784  28.6093  22.1534
O  14.4885  30.5064  25.8741
H  15.3118  30.4992  25.3858
H  13.8581  30.0881  25.2878
O  17.4247  26.4468  25.5147
H  16.4687  26.4362  25.4682
H  17.7092  26.4731  24.6011
O  12.3970  25.4284  22.6234
H  12.9629  25.2006  23.3610
H  12.4577  26.3815  22.5597
O  11.5555  26.5466  26.1298
H  12.4477  26.3525  25.8424
H  11.0108  26.3569  25.3659
O  11.8486  23.0866  25.0553
H  12.6845  23.4445  24.7563
H  12.0102  22.8246  25.9616
O  16.0573  28.8167  23.1904
H  15.4181  28.1457  23.4301
H  16.4144  29.1174  24.0261
O  15.1844  23.8764  25.9464
H  14.8058  24.7135  25.6777
H  15.3872  23.9917  26.8748
O  14.8195  28.1310  27.3654
H  14.5291  28.9925  27.0659
H  14.4846  27.5225  26.7067
O  15.6739  25.4972  28.6091
H  15.7675  26.3395  28.1641
H  16.5153  25.3611  29.0447

Record 8
ORCA calculation (ωB97M-V/def2-TZVPD) on a cluster of 15 separate species, BH32O14 in total.

Output
- net charge = -1
- orbital gap (hartree) = 0.3439
- maximum force (hartree/bohr) = 0.077
- energy above the lowest of the compared OMol25 structures with the same formula, charge and spin (eV) = 0.8338
- LUMO energy (eV) = 2.079

Element x y z (Å)
B  -0.1135  -0.0253  -0.1971
H  -0.2623  0.6370  -1.2109
H  -0.6347  0.6012  0.7591
H  -0.7272  -1.0920  -0.3093
H  1.1100  -0.1376  0.0246
O  -0.3948  3.4721  1.9819
H  0.3780  2.9489  2.0314
H  -0.0302  4.2430  1.4944
O  0.8412  0.6020  -4.2388
H  1.2837  0.9292  -5.0060
H  0.1091  1.1693  -4.0149
O  -2.9986  1.4123  -0.4981
H  -3.1146  2.0045  0.2925
H  -2.0228  1.2658  -0.5030
O  1.8252  -1.5294  -2.3869
H  1.2652  -1.3287  -1.6883
H  1.5552  -0.8031  -2.9688
O  3.9980  1.1536  0.0191
H  4.3172  0.6831  -0.7459
H  3.0647  1.0418  0.0035
O  1.3355  -0.4088  3.2633
H  1.3181  0.4765  2.9468
H  1.7023  -0.4300  4.1294
O  -2.6506  -0.4874  -2.6108
H  -3.0311  0.3502  -2.3128
H  -1.7263  -0.3551  -2.5740
O  1.6278  2.6806  -1.0331
H  1.0480  1.9491  -0.7496
H  2.0462  2.4577  -1.8814
O  3.5271  -0.7985  1.8308
H  3.5732  0.0945  1.5243
H  2.7959  -0.7103  2.4570
O  -2.2476  1.1173  3.1502
H  -3.0379  0.9658  2.6362
H  -1.5847  1.3143  2.4963
O  -0.1163  -2.3439  2.4699
H  -0.3430  -1.9148  1.6207
H  0.3639  -1.5846  2.7788
O  1.8132  -3.0826  0.1618
H  1.5015  -2.4391  0.8369
H  1.1849  -3.0198  -0.5752
O  -3.5522  -0.9707  0.7265
H  -2.8565  -1.4610  0.3806
H  -3.3031  -0.1769  0.3672
O  -3.1768  -3.0848  -1.8035
H  -2.7777  -3.1475  -0.9365
H  -2.8821  -2.2376  -2.1384

What is the formula in the fourth record?
BH20O8